1.
{"formula": "C5H11N", "method": "ωB97M-V with the def2-TZVPD basis set", "e_homo_ha": -0.3297, "smiles": "C=CCNCC", "species": ["C", "C", "C", "C", "C", "H", "H", "H", "H", "H", "H", "H", "H", "H", "H", "H", "N"], "positions_angstrom": [[-2.73, -0.44, 0.04], [-1.53, 0.46, 0.02], [0.85, 0.56, -0.19], [2.11, -0.14, -0.51], [3.15, -0.27, 0.34], [-2.64, -1.16, 0.87], [-2.82, -0.98, -0.89], [-3.68, 0.07, 0.22], [-1.63, 1.23, -0.72], [-1.44, 1.00, 0.99], [-0.24, -1.10, 0.28], [0.70, 1.38, -0.89], [0.95, 0.97, 0.82], [2.09, -0.60, -1.50], [3.14, 0.15, 1.33], [4.06, -0.83, 0.09], [-0.33, -0.29, -0.31]], "lowdin_charge": [-0.111, -0.332, -0.277, -0.179, 0.004, 0.076, 0.070, 0.074, 0.101, 0.117, 0.107, 0.118, 0.111, 0.101, 0.046, 0.054, -0.081]}


2.
{"formula": "C5H11N", "method": "ωB97M-V with the def2-TZVPD basis set", "e_homo_ha": -0.3128, "smiles": "CC/C=C(/C)N", "species": ["C", "C", "N", "C", "C", "C", "H", "H", "H", "H", "H", "H", "H", "H", "H", "H", "H"], "positions_angstrom": [[-2.36, 0.60, -0.90], [-1.19, -0.39, -0.66], [1.61, -1.45, -0.01], [1.12, -0.16, 0.43], [-0.14, 0.22, 0.23], [2.14, 0.68, 1.09], [-3.09, 0.51, -0.09], [-2.00, 1.63, -0.94], [-2.94, 0.35, -1.78], [-0.78, -0.80, -1.59], [-1.71, -1.25, -0.22], [1.47, -2.09, 0.76], [1.12, -1.85, -0.80], [-0.50, 1.12, 0.71], [1.64, 1.56, 1.51], [2.71, 0.16, 1.85], [2.89, 1.16, 0.44]], "lowdin_charge": [-0.117, -0.255, 0.061, -0.392, -0.092, -0.071, 0.070, 0.065, 0.065, 0.097, 0.105, 0.077, 0.058, 0.101, 0.071, 0.076, 0.082]}


3.
{"formula": "C5H11N", "method": "ωB97M-V with the def2-TZVPD basis set", "e_homo_ha": -0.3507, "smiles": "C=CCC.C=N", "species": ["C", "C", "H", "H", "H", "H", "H", "H", "C", "C", "C", "N", "H", "H", "H", "H", "H"], "positions_angstrom": [[-1.31, -0.74, 1.57], [0.15, -0.61, 1.16], [-1.52, -0.14, 2.46], [-1.56, -1.78, 1.76], [-1.97, -0.40, 0.77], [0.79, -1.01, 1.95], [0.42, 0.44, 1.04], [1.21, 2.71, -0.67], [0.38, 2.35, -1.28], [0.41, -1.38, -0.17], [1.30, -1.14, -1.12], [-0.65, 1.95, -0.66], [-1.39, 1.57, -1.25], [0.47, 2.60, -2.34], [-0.05, -2.36, -0.15], [1.76, -0.17, -1.22], [1.55, -1.88, -1.86]], "lowdin_charge": [-0.132, -0.265, 0.068, 0.066, 0.060, 0.104, 0.071, 0.059, -0.149, -0.188, -0.020, 0.034, 0.052, 0.067, 0.089, 0.036, 0.046]}


4.
{"formula": "C5H11N", "method": "ωB97M-V with the def2-TZVPD basis set", "e_homo_ha": -0.3176, "smiles": "CN1CC1(C)C", "species": ["C", "N", "C", "C", "C", "C", "H", "H", "H", "H", "H", "H", "H", "H", "H", "H", "H"], "positions_angstrom": [[-0.92, 1.19, -1.41], [-0.90, 0.61, -0.08], [-0.02, 1.13, 0.93], [0.14, -0.29, 0.38], [-0.22, -1.38, 1.38], [1.17, -0.78, -0.65], [0.06, 1.47, -1.84], [-1.42, 0.50, -2.09], [-1.52, 2.10, -1.33], [-0.59, 1.40, 1.82], [0.79, 1.84, 0.76], [0.61, -1.45, 2.10], [-0.35, -2.37, 0.93], [-1.12, -1.09, 1.92], [2.10, -1.15, -0.21], [0.75, -1.66, -1.18], [1.43, -0.07, -1.44]], "lowdin_charge": [-0.110, -0.126, -0.099, -0.495, -0.049, -0.033, 0.072, 0.083, 0.083, 0.107, 0.105, 0.084, 0.074, 0.079, 0.078, 0.086, 0.060]}


5.
{"formula": "C5H11N", "method": "ωB97M-V with the def2-TZVPD basis set", "e_homo_ha": [-0.4921, -0.4919], "charge": 1, "multiplicity": 2, "species": ["C", "C", "C", "C", "C", "N", "H", "H", "H", "H", "H", "H", "H", "H", "H", "H", "H"], "positions_angstrom": [[1.54, 0.51, -0.54], [0.58, -0.61, -0.88], [-0.57, -0.88, 0.08], [-2.76, 0.23, 0.46], [-1.46, 0.33, 0.31], [2.27, 0.35, 0.65], [2.25, 0.62, -1.36], [1.04, 1.50, -0.40], [1.14, -1.53, -1.03], [0.18, -0.38, -1.88], [-1.21, -1.65, -0.32], [-0.20, -1.25, 1.04], [-3.37, 1.12, 0.57], [-3.32, -0.70, 0.48], [-0.92, 1.26, 0.46], [1.78, 0.08, 1.51], [3.03, 1.00, 0.85]], "lowdin_charge": [-0.186, -0.174, -0.205, 0.031, -0.187, 0.321, 0.156, 0.176, 0.128, 0.137, 0.120, 0.112, 0.069, 0.076, 0.089, 0.165, 0.169]}


6.
{"formula": "C5H11N2", "method": "ωB97M-V with the def2-TZVPD basis set", "e_homo_ha": [-0.1134, -0.2515], "multiplicity": 2, "species": ["N", "C", "N", "H", "H", "H", "H", "H", "C", "C", "C", "C", "H", "H", "H", "H", "H", "H"], "positions_angstrom": [[0.70, -0.58, 2.81], [0.66, -0.54, 1.49], [1.67, -0.55, 0.64], [1.47, -0.74, 3.48], [-0.20, -0.47, 3.30], [-0.35, -0.47, 1.04], [1.55, -0.28, -0.37], [2.58, -0.82, 0.96], [-1.80, 1.76, -0.45], [-1.42, 0.54, -0.94], [-0.16, 0.26, -1.64], [0.09, -0.83, -2.40], [-1.09, 2.61, -0.34], [-2.75, 1.92, -0.02], [-1.98, -0.28, -0.64], [0.60, 1.08, -1.60], [1.06, -0.96, -2.95], [-0.61, -1.66, -2.37]], "lowdin_charge": [0.137, -0.215, 0.179, 0.134, 0.125, 0.133, 0.099, 0.116, -0.108, -0.313, -0.357, -0.122, 0.023, -0.023, 0.054, 0.093, 0.027, 0.019]}


The records above yield relative energy (zero: lowest compared OMol25 entry of this formula, charge and spin) values of 95.42, 80.44, 183.75, 147.92, 217.64, 202.22 kJ/mol, respectively.